Below is C30H33N3RhS2 as an isolated structure, with properties calculated with wB97M-V/def2-TZVPD.

- Lowest unoccupied orbital energy (spin up / spin down): -3.87 / -3.87 eV
- Total charge: +1
- Energy above the lowest of the compared OMol25 structures with the same formula, charge and spin: 26.2 kJ/mol
- Frontier orbital gap (spin up / spin down): 6.59 / 6.59 eV
- HOMO (spin up / spin down): -10.46 / -10.46 eV

Atoms and positions in Å:
Rh 1.60 -0.45 -0.97
C -4.78 -2.10 1.07
C -4.71 -0.61 1.20
C -5.83 0.14 1.53
C -5.77 1.52 1.66
C -4.57 2.18 1.47
C -3.43 1.46 1.15
C -3.50 0.08 1.00
N -2.35 -0.70 0.70
C -1.27 -0.28 -0.02
N -1.51 0.61 -1.00
C -0.58 1.35 -1.75
C 0.80 1.13 -1.69
C 1.63 2.03 -2.40
C 1.10 3.05 -3.15
C -0.28 3.20 -3.25
C -1.14 2.37 -2.55
C -2.63 2.56 -2.64
N -0.06 -0.78 0.17
C 0.15 -1.55 1.37
C 0.02 -0.90 2.60
C 0.20 -1.60 3.78
C 0.51 -2.95 3.73
C 0.66 -3.58 2.51
C 0.49 -2.90 1.31
C 0.70 -3.62 0.01
H -5.81 -2.44 1.10
H -4.26 -2.60 1.89
H -4.33 -2.44 0.14
H -6.77 -0.37 1.69
H -6.66 2.08 1.91
H -4.50 3.26 1.59
H -2.48 1.97 1.05
H -2.18 -1.50 1.28
H -2.48 0.86 -1.11
H 2.70 1.92 -2.32
H 1.75 3.73 -3.68
H -0.71 3.98 -3.86
H -2.87 3.34 -3.36
H -3.07 2.85 -1.68
H -3.14 1.65 -2.98
H -0.20 0.16 2.62
H 0.10 -1.09 4.73
H 0.65 -3.51 4.65
H 0.91 -4.63 2.48
H 0.99 -4.65 0.19
H 1.50 -3.17 -0.58
H -0.20 -3.62 -0.61
S 3.77 -0.20 -0.84
C 3.86 0.85 0.58
C 5.01 0.77 1.36
C 5.15 1.59 2.47
C 4.14 2.48 2.82
C 2.99 2.55 2.05
C 2.86 1.75 0.93
H 5.79 0.07 1.10
H 6.05 1.53 3.08
H 4.25 3.11 3.69
H 2.21 3.25 2.32
H 1.97 1.83 0.31
C 2.99 -2.88 -2.81
S 1.94 -1.44 -3.07
C 3.10 -0.45 -4.03
H 3.44 -3.15 -3.76
H 2.37 -3.70 -2.46
H 3.77 -2.66 -2.08
H 4.00 -0.27 -3.46
H 2.60 0.49 -4.27
H 3.32 -0.99 -4.95

***

Below is a 4-piece molecular cluster, C30H33N4O10 overall, with properties calculated with wB97M-V/def2-TZVPD.

- Lowest unoccupied orbital energy: -3.51 eV
- Total charge: +1
- Frontier orbital gap: 8.38 eV
- HOMO: -11.89 eV

Atoms and positions in Å:
C 5.41 -0.33 1.05
C 4.41 -1.13 1.37
C 3.46 -1.61 0.25
O 3.68 -2.66 -0.23
O 2.46 -0.76 -0.13
C 1.16 -1.41 -0.24
C 0.48 -1.68 1.15
C -0.80 -0.81 1.32
C -0.78 0.04 2.63
C 0.53 0.88 2.73
C 0.33 2.40 3.01
N 0.83 3.18 1.86
C -0.06 3.94 0.96
O -1.40 3.60 1.15
O -1.93 3.41 -0.13
C 2.11 3.23 1.58
N 3.04 2.60 2.35
C 4.22 2.81 1.79
N 4.02 3.56 0.71
N 2.73 3.86 0.56
H 5.40 0.12 0.05
H 6.23 -0.13 1.75
H 4.24 -1.41 2.41
H 1.30 -2.35 -0.80
H 0.54 -0.76 -0.87
H 1.26 -1.46 1.90
H 0.22 -2.75 1.17
H -1.67 -1.49 1.37
H -0.95 -0.13 0.46
H -1.65 0.72 2.63
H -0.86 -0.62 3.50
H 1.04 0.79 1.75
H 1.23 0.46 3.47
H -0.69 2.68 3.29
H 0.96 2.66 3.88
H 0.10 5.03 1.11
H 0.22 3.67 -0.08
H -2.25 2.49 -0.21
H 5.19 2.45 2.13
H 4.81 3.82 0.12
H 2.32 4.39 -0.20
C -4.74 1.71 -1.91
C -6.03 1.74 -2.23
C -6.63 0.69 -3.09
O -7.80 0.72 -3.38
C -5.74 -0.40 -3.56
C -4.45 -0.43 -3.24
C -3.85 0.62 -2.38
O -2.67 0.59 -2.08
H -4.28 2.47 -1.28
H -6.69 2.53 -1.89
H -6.20 -1.15 -4.19
H -3.78 -1.21 -3.58
C -1.71 1.41 -6.73
C -2.16 0.35 -6.06
C -1.73 -1.02 -6.41
O -2.15 -1.98 -5.79
C -0.77 -1.18 -7.53
C -0.32 -0.12 -8.20
C -0.75 1.25 -7.86
O -0.34 2.21 -8.47
H -2.01 2.42 -6.50
H -2.85 0.45 -5.24
H -0.47 -2.19 -7.77
H 0.38 -0.22 -9.03
C 0.94 -2.91 5.86
C 0.45 -3.96 6.52
C 0.87 -5.34 6.19
O 0.42 -6.30 6.79
C 1.87 -5.51 5.11
C 2.36 -4.47 4.45
C 1.93 -3.09 4.78
O 2.39 -2.13 4.18
H 0.64 -1.90 6.09
H -0.28 -3.86 7.32
H 2.17 -6.53 4.88
H 3.09 -4.57 3.65

***

Below is C30H34AsLiPSe2 as an isolated structure, with properties calculated with wB97M-V/def2-TZVPD.

- Lowest unoccupied orbital energy: -2.62 eV
- Total charge: +1
- Frontier orbital gap: 7.79 eV
- HOMO: -10.41 eV

Atoms and positions in Å:
Li 2.92 -1.92 -0.60
C 5.86 0.23 -1.61
Se 5.30 -1.06 -0.27
C 5.77 -2.69 -1.26
C 5.48 -3.96 -0.47
Se 3.64 -4.24 0.16
C 3.90 -3.74 2.02
H 5.31 0.08 -2.53
H 6.93 0.12 -1.77
H 5.65 1.21 -1.20
H 6.83 -2.64 -1.46
H 5.23 -2.68 -2.21
H 6.10 -4.03 0.42
H 5.71 -4.82 -1.11
H 4.67 -4.37 2.45
H 2.95 -3.92 2.53
H 4.16 -2.69 2.11
C 0.00 0.25 -1.35
C -1.44 0.72 -1.13
As -1.89 1.73 0.54
C -3.81 1.78 0.18
C -4.67 1.55 1.25
C -6.05 1.55 1.07
C -6.58 1.78 -0.19
C -5.73 2.01 -1.27
C -4.36 2.01 -1.08
C -1.36 3.50 -0.12
C -2.27 4.52 -0.41
C -1.83 5.75 -0.86
C -0.48 6.00 -1.03
C 0.44 5.00 -0.72
C 0.00 3.77 -0.26
P 0.65 -1.16 -0.33
C 0.62 -0.53 1.38
C 1.42 0.60 1.57
C 1.46 1.24 2.80
C 0.73 0.73 3.86
C 0.00 -0.44 3.70
C -0.05 -1.07 2.46
C -0.66 -2.41 -0.54
C -0.37 -3.43 -1.46
C -1.33 -4.38 -1.78
C -2.57 -4.33 -1.17
C -2.86 -3.33 -0.25
C -1.91 -2.37 0.06
H 0.70 1.08 -1.24
H 0.10 -0.12 -2.37
H -2.12 -0.14 -1.16
H -1.70 1.36 -1.97
H -4.26 1.37 2.23
H -6.71 1.37 1.91
H -7.65 1.77 -0.34
H -6.15 2.20 -2.25
H -3.72 2.22 -1.93
H -3.33 4.35 -0.28
H -2.55 6.53 -1.08
H -0.14 6.96 -1.38
H 1.50 5.20 -0.83
H 0.73 3.02 0.01
H 2.01 0.99 0.74
H 2.07 2.13 2.94
H 0.74 1.23 4.82
H -0.55 -0.85 4.54
H -0.61 -1.99 2.36
H 0.61 -3.47 -1.92
H -1.11 -5.16 -2.49
H -3.32 -5.08 -1.41
H -3.84 -3.29 0.22
H -2.17 -1.57 0.74

***

| no. | maximum force (eV/Å) | calculated total energy (a.u.) |
| --- | --- | --- |
| 1 | 1.57 | -2233.9999 |
| 2 | 3.71 | -2133.8801 |
| 3 | 0.57 | -8550.9086 |